w:
The following is a quantum chemistry calculation of 34 unconnected molecules or ions with the total composition H68O34, from the Open Molecules 2025 dataset.

ORCA input file:
```
! wB97M-V def2-TZVPD RIJCOSX def2/J DEFGRID3
* xyz 0 1
O -4.27266 1.64849 -0.05519
H -3.64432 1.69370 0.70015
H -4.74682 0.82046 0.06881
O -0.22800 -2.32373 4.07468
H 0.48416 -1.64328 4.13820
H -0.26383 -2.72706 4.94159
O -1.68028 -0.44200 -3.28050
H -1.69854 0.37086 -3.76591
H -2.03801 -0.24307 -2.39255
O 1.94695 -0.73015 -4.77100
H 1.64108 -1.22832 -3.98957
H 1.27032 -0.99812 -5.42925
O -2.31094 1.02640 1.92249
H -2.51664 0.09431 1.81518
H -2.36091 1.21517 2.88935
O 3.79374 -1.98521 3.17010
H 2.90800 -1.65294 3.15267
H 3.93763 -2.72282 2.57466
O 1.59758 -4.70676 -2.94694
H 2.53463 -4.62758 -2.79246
H 1.29909 -3.78049 -2.99089
O -5.16470 -2.47514 2.30642
H -4.21105 -2.60612 2.44923
H -5.51738 -1.69424 2.76266
O 4.60962 0.00529 -2.21022
H 4.40020 0.53057 -2.96094
H 4.03426 0.45069 -1.57027
O 2.44471 -1.64805 -0.10560
H 2.81443 -2.36783 -0.62941
H 1.71841 -1.27328 -0.64163
O 0.54682 4.75329 4.65200
H -0.05818 4.47236 3.96833
H -0.03376 4.96011 5.42783
O -2.53191 -2.68344 2.38881
H -2.01853 -3.20324 1.78164
H -2.09607 -2.69904 3.24827
O 2.95724 3.22937 2.01554
H 3.66270 3.43398 2.66368
H 3.39455 2.66396 1.34582
O 3.93261 -3.76902 -0.63999
H 4.46729 -3.28192 -1.22630
H 4.51384 -4.02075 0.10659
O 1.26926 4.27217 -0.63451
H 0.32590 4.04153 -0.63101
H 1.49997 4.35757 0.28687
O 0.27089 -5.11043 -0.48870
H 0.74329 -5.07545 -1.36250
H 0.39281 -5.99713 -0.10259
O 3.82201 0.57621 1.13564
H 3.28596 -0.11904 0.66096
H 4.17681 0.05408 1.84354
O -2.22664 6.18355 -0.30321
H -2.97917 6.28161 -0.87993
H -1.44533 6.51150 -0.77785
O -5.46945 -1.19067 -0.17152
H -6.19704 -1.29285 -0.82006
H -5.62012 -1.81191 0.55153
O 1.87122 1.40245 -0.94248
H 1.04182 0.94603 -0.70119
H 1.77386 2.37296 -0.83723
O -2.33196 -0.94987 -0.59544
H -2.09331 -1.87773 -0.40934
H -3.28541 -1.00657 -0.44688
O 0.81383 1.78376 -3.55131
H 1.05927 1.03274 -4.12160
H 1.26733 1.60163 -2.72920
O 1.68699 -0.47567 4.46894
H 1.31154 0.33009 4.14549
H 2.59688 -0.55188 4.79291
O -2.10500 -3.90434 -1.24013
H -1.52960 -4.61114 -0.91056
H -2.87560 -4.32687 -1.63134
O 0.65288 1.69942 2.97277
H 1.28434 2.35564 2.70398
H 0.46138 1.21188 2.16552
O 3.91709 -2.47850 -3.20711
H 4.00899 -1.55499 -2.84776
H 3.68588 -2.42982 -4.14377
O -2.83690 2.25459 -2.46375
H -2.17902 2.75163 -2.00656
H -3.38937 1.98729 -1.70254
O -0.07174 -2.49404 -2.59041
H -0.53804 -1.73664 -3.00550
H -0.81198 -2.95352 -2.14972
O 0.39207 6.61972 -1.76621
H 0.56132 6.61939 -2.73118
H 0.89111 5.88699 -1.37514
O -1.53158 1.83513 -5.60819
H -0.76545 1.95717 -5.00084
H -2.16204 2.38896 -5.10695
O 0.07111 -2.91596 1.13921
H 0.07386 -3.36089 2.00754
H 0.67684 -3.43008 0.60780
O -1.50430 3.50854 -0.00815
H -1.52369 2.90823 0.72497
H -2.09354 4.26994 0.12905
O 0.27700 -0.11339 0.76084
H -0.70658 0.04495 0.68964
H 0.30728 -1.06733 0.97404
O -2.20943 1.12283 4.79678
H -1.25864 1.33995 4.73011
H -2.24717 0.49118 5.54813
*
```

Computed properties:
Highest occupied orbital energy, eV: -10.35
Kohn-Sham gap, eV: 10.067



x:
The following is a quantum chemistry calculation of 34 unconnected molecules or ions with the total composition H68O34, from the Open Molecules 2025 dataset.

ORCA input file:
```
! wB97M-V def2-TZVPD RIJCOSX def2/J DEFGRID3
* xyz 0 1
O -0.17401 -4.57885 -1.02427
H 0.38132 -5.29954 -1.36845
H -0.37251 -4.85018 -0.11666
O -2.28926 1.20590 4.23421
H -2.33832 0.42779 3.62570
H -1.35263 1.31207 4.36355
O -1.36824 3.97735 1.98629
H -1.15500 4.48864 1.16549
H -2.35635 3.96234 2.14267
O -3.73374 4.53879 -1.80666
H -3.19018 5.28978 -1.56625
H -3.31965 4.24779 -2.63390
O -3.85706 -0.98578 3.03019
H -4.62197 -0.48237 3.35885
H -3.89031 -0.96789 2.06469
O 4.76686 2.51108 -2.14578
H 4.82779 3.00448 -1.29515
H 5.40945 2.90429 -2.73592
O -1.79422 -2.52437 -2.00405
H -1.44073 -3.40826 -1.94160
H -0.97935 -1.98061 -2.12229
O -0.30999 -1.13953 2.82121
H -0.09071 -0.53247 3.53477
H -1.24894 -1.21263 2.78157
O 3.82090 -2.75268 -0.30316
H 2.99554 -2.64596 0.23015
H 4.35192 -3.34445 0.24204
O -3.97804 -2.10868 -3.57476
H -4.16903 -2.65721 -4.35302
H -3.10851 -2.43417 -3.22384
O 2.81291 1.28218 1.73867
H 3.26496 2.06781 1.35702
H 2.26414 0.83063 1.06995
O -2.82050 -1.53040 0.42756
H -2.23716 -0.76870 0.41119
H -2.89715 -1.85423 -0.49822
O -0.67474 4.89219 -0.43618
H 0.04234 5.47040 -0.72824
H -0.31984 4.00645 -0.67138
O -3.50164 -3.80181 3.00532
H -4.44018 -3.77148 2.75411
H -3.32300 -2.92758 3.42232
O 2.28603 2.20965 -3.56337
H 2.02327 1.39635 -3.94711
H 3.16145 2.09412 -3.17353
O 5.58793 -0.51634 0.03206
H 4.81560 -1.05703 0.18709
H 6.09193 -0.57277 0.85638
O 4.59323 -2.69060 -3.33893
H 4.51227 -2.75633 -2.36712
H 5.07273 -1.86850 -3.48114
O 2.10578 -1.40373 -4.24182
H 2.92584 -1.75947 -3.88553
H 1.87358 -2.09943 -4.87462
O -3.79075 2.97771 2.77123
H -3.36635 2.33838 3.36139
H -4.17129 2.69991 1.93983
O 5.22941 2.35807 0.42596
H 5.56932 2.44865 1.31574
H 5.28425 1.39192 0.19531
O 1.09009 -0.07766 0.22349
H 1.19367 -0.87194 0.79187
H 0.19044 0.16426 0.56776
O -2.86809 0.32857 -2.85587
H -3.53221 -0.26101 -3.19185
H -2.18362 -0.28970 -2.52264
O 0.65484 2.50894 -1.29068
H 0.36993 1.58644 -1.20430
H 1.37397 2.45107 -1.93084
O 0.26577 2.13069 3.13114
H -0.20011 2.90854 2.76349
H 0.99894 1.89259 2.53007
O -1.96858 3.37266 -3.61321
H -2.12984 2.46332 -3.28019
H -0.98651 3.47563 -3.64689
O -6.03524 1.75679 1.07434
H -5.65398 1.92464 0.20178
H -6.16074 2.63840 1.48255
O -1.19659 -4.61426 1.80916
H -2.03738 -4.19984 2.08512
H -1.10730 -5.40414 2.34079
O 0.20761 -0.65666 -2.21332
H 0.65499 -0.29991 -1.41692
H 0.89219 -0.90802 -2.87129
O -1.38048 1.11645 0.75768
H -1.30586 1.75748 1.47910
H -2.12373 1.48889 0.25358
O 2.60944 -0.11923 4.26111
H 2.71938 0.41949 3.45762
H 2.77700 0.49586 4.96866
O 4.61268 -2.35735 3.01800
H 5.32181 -2.52493 3.68197
H 4.00516 -1.70178 3.41709
O -3.54950 1.96804 -0.78328
H -3.65526 2.93069 -0.88683
H -3.66180 1.57779 -1.66791
O 1.58874 -4.07507 -3.23831
H 2.19513 -4.00937 -2.50240
H 0.77472 -3.68320 -2.95381
O 1.67639 -2.77778 1.34125
H 1.26147 -2.48081 2.18181
H 0.91305 -3.09529 0.82162
*
```

Computed properties:
Highest occupied orbital energy, eV: -10.57
Kohn-Sham gap, eV: 10.550



Energetically preferred structure: x | next structure: +51.0 kJ/mol



w:
The following is a quantum chemistry calculation of 2 unconnected molecules or ions with the total composition C9H14O, from the Open Molecules 2025 dataset.

ORCA input file:
```
! wB97M-V def2-TZVPD RIJCOSX def2/J DEFGRID3
* xyz -1 2
C -2.13498 0.60352 -0.23951
C -0.31332 1.21963 1.32637
C -0.84036 1.31371 -0.01478
C 0.92018 1.78061 1.64149
C 0.05643 1.64515 -0.99204
C 1.67757 2.51302 0.71614
C 1.22844 2.29060 -0.54670
H -0.70451 0.35516 2.02795
H 1.33263 1.57557 2.69526
H -2.00642 -0.45925 0.14711
H -2.33561 0.42262 -1.34928
H -0.20051 1.50949 -2.15020
H 2.45992 3.16353 1.02439
H 1.63966 2.91354 -1.38671
H -2.96822 0.97502 0.31160
C -0.27207 -2.78938 -0.33104
C 0.76493 -1.68751 -0.73518
O 0.47996 -3.84546 0.25576
H -1.08673 -2.29741 0.32220
H -0.78146 -2.98556 -1.35733
H 1.36743 -2.11944 -1.51948
H 0.18790 -4.02703 1.07498
H 1.34801 -1.32091 0.12208
H 0.18112 -0.74921 -1.04309
*
```

Computed properties:
Highest occupied orbital energy (alpha / beta), eV: 0.75 / -4.16
Kohn-Sham gap (alpha / beta), eV: 2.890 / 7.686
<S²>: 0.758



x:
The following is a quantum chemistry calculation of 2 unconnected molecules or ions with the total composition C9H14O, from the Open Molecules 2025 dataset.

ORCA input file:
```
! wB97M-V def2-TZVPD RIJCOSX def2/J DEFGRID3
* xyz -1 2
C -1.16561 -0.05074 2.50815
C -0.15433 -1.01385 0.40872
C -0.08014 -0.06550 1.48566
C 0.95311 -1.14419 -0.47715
C 1.02555 0.73415 1.56444
C 2.05750 -0.33477 -0.38796
C 2.08583 0.69040 0.59855
O 3.09664 -0.41596 -1.31043
H -1.07199 -1.47444 0.05302
H 0.84825 -1.84238 -1.30643
H -0.99255 -0.58625 3.45245
H -2.13471 -0.45997 2.19166
H 1.12878 1.44974 2.37969
H 3.01704 1.23097 0.73343
H 3.81825 -0.89447 -0.90823
H -1.41874 0.97156 2.82840
C -3.09937 -0.08480 -2.08584
C -3.16572 1.37073 -1.59066
H -3.57528 -0.04441 -3.07375
H -2.04870 -0.32293 -2.15644
H -3.78226 -0.71988 -1.52838
H -2.68028 1.50780 -0.62232
H -4.14159 1.86150 -1.63799
H -2.55764 2.04741 -2.20898
*
```

Computed properties:
Highest occupied orbital energy (alpha / beta), eV: 0.77 / -3.26
Kohn-Sham gap (alpha / beta), eV: 2.961 / 6.962
<S²>: 0.760



Energetically preferred structure: x | next structure: +145.3 kJ/mol



w:
The following is a quantum chemistry calculation of C12H11NO in the gas phase, from the Open Molecules 2025 dataset.

ORCA input file:
```
! wB97M-V def2-TZVPD RIJCOSX def2/J DEFGRID3
* xyz 0 1
C -0.78980 1.55819 1.09912
C -2.00116 2.03287 0.68697
C -0.41108 0.26943 0.61006
C 0.80333 -0.28011 0.45471
C -2.92946 1.23594 -0.04067
C -0.17784 -2.35066 -0.38199
C -1.45086 -0.52430 0.03158
C -4.16163 1.77058 -0.48631
C 0.71366 -3.29930 -0.64504
C 3.46414 0.02543 -1.24540
C 3.25324 -0.42541 -0.03545
C 2.12424 0.19289 0.83729
N -2.61843 -0.08628 -0.30540
O -1.32608 -1.80639 -0.37542
H -0.08321 2.12938 1.62974
H -2.29278 2.96957 1.10162
H -4.68826 1.15024 -1.12320
H -4.60409 2.70083 -0.21697
H 0.43845 -4.22332 -0.97615
H 1.72232 -3.04378 -0.38188
H 4.06869 -0.50993 -1.92569
H 2.92523 0.85498 -1.59541
H 3.68266 -1.38062 0.38626
H 2.13496 1.31929 0.94744
H 2.20374 -0.27951 1.95021
*
```

Computed properties:
Highest occupied orbital energy (alpha / beta), eV: -7.41 / -7.41
Kohn-Sham gap (alpha / beta), eV: 7.217 / 7.219



x:
The following is a quantum chemistry calculation of C12H11NO in the gas phase, from the Open Molecules 2025 dataset.

ORCA input file:
```
! wB97M-V def2-TZVPD RIJCOSX def2/J DEFGRID3
* xyz 0 1
C 4.53249 0.68204 -0.17603
C 3.05702 0.11788 0.02684
C 2.18459 0.35191 1.19202
C 0.94773 -0.24779 1.20683
C 0.58554 -0.94728 -0.03661
O -0.60288 -1.64605 -0.11311
C -1.69635 -0.64959 -0.27679
C -2.89698 -1.25369 0.23064
C -4.04889 -0.43546 0.39636
C -4.18196 0.83361 -0.14223
C -3.06985 1.28425 -0.75403
C -1.78797 0.60483 -0.67955
C 1.59397 -1.22885 -1.02739
N 2.79759 -0.62864 -0.93401
H 5.33930 0.04545 -0.22069
H 4.81744 1.40206 0.59369
H 4.68597 1.38746 -1.01854
H 2.84552 0.94853 2.03295
H 0.00958 -0.09179 1.85146
H -2.76193 -2.23351 0.74105
H -4.71000 -1.09053 0.95865
H -4.99582 1.42723 0.44093
H -3.11791 2.29694 -1.27988
H -0.90218 0.89186 -1.12007
H 1.37597 -1.82089 -1.89249
*
```

Computed properties:
Highest occupied orbital energy, eV: -8.94
SMILES string: Cc1ccc(Oc2ccccc2)cn1
Kohn-Sham gap, eV: 9.655



Energetically preferred structure: x | next structure: +365.7 kJ/mol